C36H90AlBaN7O15 as an isolated structure at a distorted geometry, computed with ωB97M-V/def2-TZVPD.

Structure (XYZ):
```
150
Properties=species:S:1:pos:R:3:lowdin_charge:R:1
Ba 5.56097 2.78705 -4.89985 1.866
Al 2.37166 -6.76517 -0.59967 0.971
N 1.18781 -0.49841 -1.97284 -0.640
O 0.11248 0.00264 -1.56423 0.049
O 1.88106 0.09371 -2.78176 0.003
O 1.56678 -1.57351 -1.51359 0.049
C 2.23993 4.73651 -6.53597 -0.094
O 2.53582 4.54482 -5.16005 -0.254
C 1.84967 5.49280 -4.40581 -0.239
C 2.18278 5.25714 -2.96985 -0.190
N 3.61574 5.46514 -2.60012 -0.068
C 3.84124 5.33881 -1.14145 -0.177
C 3.88246 3.86500 -0.66930 -0.169
O 4.88681 3.10187 -1.39656 -0.257
C 5.27514 2.02450 -0.63849 -0.149
H 1.21005 4.50632 -6.80880 0.108
H 2.89985 4.12494 -7.15126 0.074
H 2.47552 5.75167 -6.85544 0.102
H 0.77628 5.31755 -4.47805 0.143
H 2.09210 6.51475 -4.69727 0.140
H 1.80869 4.30047 -2.60526 0.125
H 1.62624 5.94053 -2.32850 0.128
H 3.95024 6.35313 -2.94607 0.109
H 3.22756 5.99852 -0.52802 0.126
H 4.82418 5.76122 -0.93291 0.122
H 2.95726 3.32241 -0.86342 0.122
H 3.99302 3.90835 0.41422 0.133
H 6.06994 1.43298 -1.09289 0.087
H 4.42899 1.36779 -0.43630 0.100
H 5.65615 2.33256 0.33519 0.102
C 0.77484 -6.06689 8.17518 -0.081
O -0.03621 -4.85632 8.22357 -0.178
C -1.18305 -5.10706 9.02583 -0.221
C -2.01117 -3.81056 9.17061 -0.147
N -2.63343 -3.27356 7.94501 0.094
C -3.19818 -1.88026 8.17026 -0.103
C -3.92752 -1.44345 6.86510 -0.208
O -2.95179 -1.49251 5.83112 -0.194
C -3.55673 -1.26527 4.57426 -0.111
H 0.25323 -6.95718 7.82392 0.088
H 1.21944 -6.33571 9.13339 0.091
H 1.63131 -5.93337 7.51431 0.080
H -0.92160 -5.31422 10.06353 0.128
H -1.80352 -5.93406 8.68056 0.131
H -1.31968 -3.02511 9.47556 0.143
H -2.71856 -4.05129 9.96419 0.137
H -1.96602 -3.23220 7.18807 0.124
H -2.38748 -1.15504 8.24032 0.137
H -3.88228 -1.87343 9.01882 0.133
H -4.33624 -0.43402 6.91079 0.128
H -4.78598 -2.08103 6.65382 0.125
H -2.78746 -1.32296 3.80420 0.089
H -3.89072 -0.22930 4.51673 0.087
H -4.41598 -1.86510 4.27428 0.094
C -1.78861 -4.85269 -2.17900 -0.118
O -0.78099 -5.50114 -2.92101 -0.233
C -1.01030 -5.46982 -4.35479 -0.211
C 0.30139 -5.47774 -5.03544 -0.231
N 1.00617 -6.77809 -4.89243 -0.043
C 2.09052 -6.83700 -5.89039 -0.206
C 3.03641 -8.04230 -5.66985 -0.234
O 3.71351 -7.86865 -4.44098 -0.217
C 4.92221 -8.67797 -4.52718 -0.086
H -1.82544 -3.81436 -2.50858 0.087
H -1.61213 -4.93818 -1.10679 0.082
H -2.74292 -5.35609 -2.33384 0.090
H -1.53216 -4.54491 -4.60034 0.119
H -1.70977 -6.26688 -4.60688 0.133
H 0.90278 -4.57797 -4.90569 0.126
H 0.00110 -5.39585 -6.08005 0.114
H 0.28489 -7.39260 -5.24202 0.107
H 2.67065 -5.91815 -5.97570 0.116
H 1.61264 -6.89560 -6.86829 0.116
H 3.74786 -7.97442 -6.49285 0.117
H 2.46951 -8.97297 -5.69386 0.128
H 5.61333 -8.28939 -5.27514 0.092
H 4.70915 -9.74693 -4.52371 0.095
H 5.44649 -8.52237 -3.58431 0.075
C 2.69974 -3.79783 3.18402 -0.105
O 3.57267 -4.88165 2.83283 -0.229
C 4.78209 -4.88719 3.63033 -0.192
C 5.64220 -6.14361 3.29442 -0.185
N 6.22258 -6.15043 1.91188 -0.058
C 7.25927 -7.20596 1.77350 -0.168
C 6.69714 -8.68852 1.82001 -0.228
O 5.51011 -8.81073 1.09592 -0.234
C 5.27315 -10.20515 0.74480 -0.073
H 2.51118 -3.77061 4.25724 0.083
H 1.76048 -3.80376 2.63099 0.083
H 3.18257 -2.84560 2.96438 0.081
H 4.44012 -5.02887 4.65555 0.116
H 5.37678 -3.97427 3.59792 0.120
H 5.04332 -7.03510 3.48060 0.114
H 6.45356 -6.20153 4.01998 0.117
H 6.63265 -5.22975 1.84640 0.097
H 8.05893 -6.99833 2.48450 0.113
H 7.74876 -7.08613 0.80699 0.109
H 6.43500 -8.94702 2.84595 0.116
H 7.44490 -9.38076 1.43303 0.123
H 5.96198 -10.65344 0.02880 0.090
H 4.24284 -10.30462 0.40321 0.081
H 5.44744 -10.78587 1.65061 0.088
C -0.93696 6.42214 3.26331 -0.104
O -0.39287 7.74198 3.38886 -0.207
C -1.38029 8.77855 3.22136 -0.188
C -0.82942 10.02823 3.91087 -0.205
N -1.67406 11.12853 3.53945 -0.008
C -1.23904 12.40647 4.12668 -0.157
C -1.88354 13.58450 3.34233 -0.151
O -1.63416 14.87068 3.97923 -0.129
C -0.33543 15.36164 3.76187 -0.097
H -1.67657 6.24705 4.04460 0.090
H -0.11003 5.72861 3.41599 0.081
H -1.27895 6.18298 2.25635 0.081
H -2.27488 8.48120 3.76852 0.126
H -1.52169 8.91897 2.14974 0.126
H 0.19861 10.20508 3.59472 0.132
H -0.78320 9.95499 4.99743 0.138
H -1.42114 11.16271 2.56222 0.118
H -0.16264 12.46538 3.96550 0.124
H -1.46932 12.43020 5.19181 0.139
H -2.94891 13.44570 3.15844 0.135
H -1.37982 13.57738 2.37573 0.115
H 0.45958 14.83769 4.29246 0.095
H -0.30939 16.38072 4.14775 0.104
H -0.05063 15.38306 2.70995 0.096
C -3.94977 0.56433 -7.25811 -0.089
O -5.06211 0.82660 -6.41967 -0.185
C -4.77363 1.76296 -5.39095 -0.198
C -5.91387 1.68509 -4.27170 -0.153
N -7.09605 2.17587 -4.93225 0.033
C -8.27604 1.79272 -4.14256 -0.168
C -9.50806 1.89365 -5.04915 -0.189
O -9.48172 0.93680 -6.13486 -0.159
C -10.73548 0.89336 -6.76144 -0.107
H -3.78247 1.35235 -7.99236 0.094
H -4.07747 -0.44004 -7.66188 0.097
H -3.05998 0.51641 -6.63034 0.077
H -4.78821 2.73314 -5.88757 0.122
H -3.80004 1.70347 -4.90447 0.111
H -5.63946 2.23393 -3.37083 0.130
H -6.04353 0.63295 -4.01817 0.129
H -7.22662 1.66671 -5.79469 0.118
H -8.34667 2.50922 -3.32419 0.134
H -8.24114 0.83600 -3.62142 0.132
H -9.63963 2.93397 -5.34673 0.132
H -10.38026 1.64304 -4.44538 0.125
H -10.64110 0.13537 -7.53903 0.097
H -11.03348 1.82744 -7.23766 0.100
H -11.54582 0.52284 -6.13361 0.098
```

Maximum force, eV/Å: 3.48
E, eV: -87170.230
Gap between HOMO and LUMO, hartree: 0.0344
Total charge: +4